Record 1
The following is a DFT calculation (ωB97M-V/def2-TZVPD) of C5H15N3 in the gas phase.

Last column: natural (NBO) charge in e.
Element x y z (Å)
C -2.84 0.57 2.14  -0.44
N -2.01 0.35 0.99  -0.63
C -1.23 -0.88 1.15  -0.22
C -0.22 -0.89 -0.06  -0.24
N 1.20 -0.71 0.34  -0.65
C 2.16 0.02 -0.54  -0.23
C 1.72 0.04 -2.04  -0.24
N 1.76 1.43 -2.51  -0.86
H -2.57 1.28 2.85  0.18
H -3.79 0.98 1.76  0.20
H -2.74 -0.23 2.94  0.20
H -1.46 1.20 0.87  0.36
H -2.00 -1.69 1.02  0.19
H -0.73 -1.22 2.20  0.17
H -0.34 -1.83 -0.75  0.16
H -0.57 -0.21 -0.83  0.21
H 1.60 -1.59 0.72  0.37
H 2.38 1.00 -0.30  0.18
H 3.08 -0.48 -0.51  0.19
H 0.66 -0.46 -2.24  0.20
H 2.21 -0.74 -2.68  0.20
H 2.58 1.90 -2.37  0.35
H 1.12 2.16 -2.15  0.36

## Properties
SMILES ... CNCCNCCN
Gap between HOMO and LUMO ... 9.431 eV
HOMO level ... -8.39 eV
LUMO level ... 0.038 Eh

***

Record 2
The following is a DFT calculation (ωB97M-V/def2-TZVPD) of a molecular structure, C18H28AgN4O4SV.

Last column: natural (NBO) charge in e.
Element x y z (Å)
N -1.13 0.86 1.38  -0.77
C -1.43 1.10 2.54  0.92
O -1.76 1.35 3.65  -0.37
Ag -1.60 0.78 -2.46  0.99
V -0.05 0.07 0.00  1.53
N 0.97 1.43 -0.82  -0.44
N -1.07 -0.97 -1.35  -0.70
C 1.28 2.78 -0.28  0.08
C -2.36 -1.71 -1.18  0.10
C 0.02 3.63 -0.35  -0.61
C 2.40 3.49 -1.03  -0.62
C 1.72 2.70 1.17  -0.61
C -3.18 -1.68 -2.48  -0.61
C -2.19 -3.20 -0.89  -0.66
C -3.12 -1.07 -0.03  -0.62
H -0.28 3.78 -1.39  0.20
H 0.22 4.61 0.10  0.27
H -0.81 3.16 0.19  0.22
H 3.31 2.88 -1.07  0.23
H 2.65 4.42 -0.51  0.26
H 2.12 3.77 -2.05  0.21
H 0.96 2.28 1.83  0.24
H 1.96 3.70 1.53  0.25
H 2.62 2.07 1.26  0.23
H -3.30 -0.68 -2.92  0.16
H -4.19 -2.05 -2.26  0.27
H -2.73 -2.33 -3.24  0.24
H -1.66 -3.72 -1.70  0.22
H -3.19 -3.65 -0.83  0.26
H -1.70 -3.37 0.07  0.27
H -2.57 -1.21 0.91  0.23
H -4.10 -1.56 0.06  0.26
H -3.28 0.01 -0.19  0.21
C -0.04 -1.71 -2.11  -0.46
H 0.95 -1.27 -1.94  0.23
H 0.04 -2.77 -1.83  0.28
H -0.27 -1.65 -3.18  0.24
C 1.34 1.28 -2.23  -0.47
H 2.39 0.95 -2.32  0.27
H 0.72 0.57 -2.80  0.19
H 1.22 2.24 -2.76  0.25
O 1.33 0.54 3.00  -0.54
C 1.51 -0.59 2.55  0.67
N 0.92 -1.06 1.36  -0.93
S 0.93 -2.76 1.28  2.26
O -0.37 -3.27 1.66  -0.89
O 1.56 -3.21 0.07  -0.89
C 1.99 -2.91 2.67  -0.24
C 2.45 -4.08 3.25  -0.19
C 3.18 -3.98 4.44  -0.14
C 3.44 -2.73 5.02  -0.17
C 2.96 -1.56 4.42  -0.13
C 2.24 -1.67 3.23  -0.18
H 2.23 -5.03 2.76  0.25
H 3.53 -4.90 4.93  0.25
H 4.01 -2.68 5.95  0.25
H 3.12 -0.57 4.86  0.25

## Properties
Gap between HOMO and LUMO (alpha / beta) ... 5.559 / 5.566 eV
HOMO level (alpha / beta) ... -15.05 / -15.05 eV
Charge ... +2
LUMO level (alpha / beta) ... -0.349 / -0.349 Eh

***

Record 3
The following is a DFT calculation (ωB97M-V/def2-TZVPD) of a molecular structure, C76H180As2F12N3O3P4.

Last column: Löwdin charge in e.
Element x y z (Å)
C -6.06 12.31 36.79  -0.04
C -6.49 12.29 38.20  -0.33
C -5.34 12.65 39.07  -0.25
O -5.84 13.09 40.27  -0.20
C -5.00 13.39 41.36  -0.07
N -7.58 13.34 38.34  0.23
H -7.12 14.15 37.93  0.11
H -8.37 13.17 37.68  0.16
H -7.78 13.52 39.33  0.17
H -5.19 11.67 36.66  0.10
H -5.89 13.30 36.52  0.07
H -6.85 11.88 36.16  0.09
H -6.81 11.30 38.62  0.18
H -4.70 13.40 38.54  0.15
H -4.64 11.78 39.17  0.15
H -5.73 13.77 42.13  0.11
H -4.31 14.24 41.01  0.12
H -4.38 12.57 41.74  0.10
C -11.56 20.41 37.89  -0.05
C -11.90 19.54 39.06  -0.29
C -13.22 19.85 39.72  -0.21
O -13.42 19.01 40.84  -0.22
C -14.51 19.40 41.70  -0.06
N -12.03 18.12 38.40  0.21
H -12.10 17.31 38.98  0.16
H -12.88 18.05 37.81  0.17
H -11.30 18.02 37.69  0.10
H -11.71 21.55 38.08  0.14
H -12.37 20.25 37.09  0.12
H -10.56 20.26 37.49  0.09
H -11.10 19.37 39.84  0.19
H -14.12 19.76 39.09  0.14
H -13.15 20.90 40.12  0.16
H -14.85 18.42 42.18  0.12
H -15.33 19.89 41.21  0.08
H -14.10 20.03 42.51  0.10
C -7.14 -1.36 38.78  -0.05
C -8.47 -1.05 38.19  -0.27
C -8.80 -1.70 36.86  -0.21
O -10.19 -1.85 36.82  -0.24
C -10.66 -2.13 35.49  -0.04
N -9.58 -1.68 39.17  0.22
H -9.55 -1.24 40.06  0.14
H -10.51 -1.68 38.70  0.17
H -9.42 -2.69 39.26  0.18
H -6.34 -0.86 38.24  0.11
H -6.90 -2.42 38.88  0.10
H -7.19 -1.03 39.84  0.10
H -8.74 0.01 38.25  0.16
H -8.30 -2.72 36.85  0.16
H -8.35 -1.03 36.09  0.16
H -10.48 -3.23 35.16  0.14
H -10.34 -1.28 34.92  0.09
H -11.73 -2.06 35.60  0.09
C 4.16 11.42 21.60  -0.11
C 5.19 11.80 22.62  -0.27
C 4.55 12.51 23.83  -0.27
C 5.52 12.65 24.97  -0.27
P 5.15 13.82 26.35  1.05
C 3.58 13.40 27.26  -0.27
C 3.30 11.93 27.39  -0.26
C 2.01 11.78 28.25  -0.25
C 1.19 10.51 27.93  -0.10
C 6.50 13.47 27.52  -0.28
C 7.94 13.52 26.96  -0.23
C 8.96 13.06 28.03  -0.27
C 9.06 14.02 29.20  -0.12
C 4.99 15.56 25.85  -0.27
C 4.44 16.53 26.90  -0.28
C 4.84 17.97 26.73  -0.28
C 4.06 18.83 27.69  -0.11
H 3.67 10.46 21.80  0.08
H 4.49 11.31 20.58  0.07
H 3.41 12.26 21.51  0.09
H 5.92 12.49 22.22  0.11
H 5.78 10.92 23.00  0.13
H 3.65 11.90 24.16  0.12
H 4.13 13.48 23.54  0.11
H 6.52 12.84 24.67  0.08
H 5.51 11.69 25.50  0.11
H 2.77 13.81 26.65  0.11
H 3.67 13.89 28.19  0.08
H 4.08 11.39 27.89  0.10
H 3.16 11.44 26.43  0.10
H 1.43 12.69 28.21  0.09
H 2.33 11.74 29.33  0.12
H 0.64 10.08 28.76  0.06
H 1.87 9.67 27.84  0.07
H 0.59 10.64 27.03  0.08
H 6.28 12.45 27.88  0.09
H 6.31 14.00 28.53  0.13
H 8.18 14.55 26.66  0.12
H 8.05 12.90 26.10  0.09
H 9.94 12.99 27.54  0.11
H 8.84 12.02 28.38  0.12
H 8.45 13.77 30.07  0.07
H 8.81 15.07 28.83  0.09
H 10.12 14.12 29.51  0.09
H 4.45 15.56 24.92  0.09
H 5.97 15.79 25.49  0.09
H 4.82 16.32 27.94  0.12
H 3.35 16.27 27.12  0.13
H 4.60 18.22 25.67  0.13
H 5.90 18.08 26.96  0.12
H 4.36 19.83 27.50  0.07
H 4.25 18.62 28.76  0.09
H 3.00 18.68 27.53  0.07
C -2.03 2.43 37.99  -0.11
C -1.51 3.87 37.88  -0.27
C -1.77 4.36 36.49  -0.29
C -1.82 5.85 36.46  -0.26
P -3.03 6.66 35.34  1.03
C -3.47 5.49 33.95  -0.24
C -3.58 6.17 32.58  -0.26
C -4.17 5.36 31.39  -0.26
C -5.71 5.26 31.44  -0.08
C -4.60 6.88 36.20  -0.28
C -5.07 5.79 37.18  -0.22
C -6.54 5.97 37.73  -0.24
C -6.55 6.84 38.93  -0.13
C -2.32 8.17 34.78  -0.31
C -2.15 9.13 35.95  -0.27
C -1.31 10.35 35.59  -0.28
C -1.09 11.36 36.71  -0.11
H -1.93 1.84 38.93  0.09
H -1.76 1.87 37.10  0.07
H -3.13 2.48 37.93  0.07
H -0.43 3.86 38.20  0.13
H -1.99 4.49 38.67  0.11
H -2.65 3.81 36.26  0.09
H -1.01 3.95 35.88  0.11
H -0.79 6.20 36.28  0.12
H -2.00 6.17 37.44  0.07
H -4.40 4.96 34.24  0.10
H -2.62 4.77 33.93  0.10
H -2.56 6.53 32.34  0.11
H -4.30 7.08 32.69  0.12
H -3.65 4.41 31.27  0.10
H -3.75 5.85 30.48  0.11
H -6.06 6.21 31.80  0.04
H -5.95 4.58 32.28  0.08
H -6.11 5.01 30.46  0.08
H -5.35 6.98 35.38  0.07
H -4.76 7.89 36.65  0.10
H -4.33 5.72 38.04  0.12
H -5.03 4.81 36.74  0.09
H -6.88 4.98 38.07  0.11
H -7.23 6.39 36.98  0.11
H -7.50 7.26 39.15  0.06
H -5.85 7.73 38.84  0.09
H -6.20 6.32 39.79  0.06
H -2.90 8.58 33.86  0.13
H -1.34 7.88 34.32  0.12
H -1.81 8.62 36.88  0.12
H -3.14 9.51 36.21  0.10
H -1.75 10.78 34.68  0.11
H -0.25 10.05 35.32  0.13
H -0.41 10.93 37.42  0.07
H -2.02 11.70 37.22  0.07
H -0.52 12.25 36.30  0.09
C -12.56 8.57 28.30  -0.11
C -12.46 7.07 28.52  -0.23
C -13.84 6.30 28.31  -0.24
C -14.27 6.38 26.90  -0.29
P -15.94 5.70 26.43  1.04
C -16.02 5.71 24.56  -0.25
C -17.34 5.07 24.07  -0.24
C -17.28 4.69 22.56  -0.27
C -18.55 4.19 22.00  -0.11
C -15.91 4.02 26.95  -0.29
C -16.99 3.74 28.05  -0.24
C -16.92 2.28 28.50  -0.28
C -18.00 1.84 29.48  -0.10
C -17.24 6.76 27.19  -0.21
C -17.02 8.16 26.50  -0.25
C -17.87 9.30 26.99  -0.24
C -17.59 9.81 28.40  -0.11
H -11.58 9.00 27.99  0.09
H -12.99 9.06 29.16  0.07
H -13.19 8.81 27.47  0.04
H -12.16 6.95 29.57  0.11
H -11.73 6.59 27.83  0.12
H -14.59 6.76 29.02  0.13
H -13.67 5.26 28.58  0.10
H -13.56 5.78 26.25  0.14
H -14.27 7.35 26.55  0.03
H -15.09 5.09 24.19  0.15
H -15.76 6.71 24.33  0.06
H -18.19 5.75 24.26  0.12
H -17.53 4.20 24.67  0.09
H -16.44 4.06 22.39  0.10
H -17.03 5.70 22.11  0.13
H -18.86 3.26 22.51  0.09
H -18.56 3.96 20.96  0.07
H -19.38 4.92 22.08  0.09
H -14.89 3.94 27.29  0.08
H -15.99 3.27 26.18  0.10
H -18.05 3.96 27.76  0.13
H -16.77 4.43 28.92  0.12
H -15.97 2.19 29.03  0.11
H -16.92 1.66 27.62  0.11
H -17.73 0.85 29.82  0.07
H -19.03 1.83 29.08  0.09
H -18.08 2.53 30.34  0.08
H -16.99 6.86 28.25  0.09
H -18.24 6.35 27.12  0.10
H -17.15 7.96 25.44  0.09
H -15.99 8.40 26.61  0.07
H -18.93 8.94 26.95  0.13
H -17.77 10.13 26.31  0.11
H -17.69 9.03 29.15  0.06
H -18.39 10.49 28.78  0.09
H -16.63 10.27 28.62  0.07
C -8.77 15.51 25.98  -0.12
C -9.75 15.30 27.02  -0.29
C -9.71 16.46 28.03  -0.23
C -8.42 16.36 28.86  -0.26
P -8.43 15.02 30.12  1.03
C -7.23 15.56 31.37  -0.25
C -6.76 14.44 32.26  -0.26
C -5.77 14.82 33.35  -0.26
C -4.32 14.98 32.89  -0.10
C -10.07 14.96 30.76  -0.26
C -10.28 13.75 31.79  -0.18
C -11.76 13.71 32.30  -0.24
C -12.36 15.01 32.84  -0.12
C -7.95 13.39 29.38  -0.30
C -6.81 13.29 28.44  -0.23
C -6.59 11.77 28.21  -0.21
C -7.84 10.99 27.79  -0.09
H -8.97 14.91 25.09  0.09
H -7.68 15.45 26.27  0.08
H -8.89 16.59 25.70  0.10
H -9.73 14.38 27.58  0.08
H -10.72 15.17 26.61  0.11
H -10.56 16.55 28.63  0.08
H -9.63 17.48 27.51  0.15
H -8.29 17.32 29.42  0.12
H -7.56 16.33 28.23  0.08
H -7.60 16.42 31.92  0.11
H -6.42 15.83 30.67  0.10
H -6.30 13.66 31.60  0.12
H -7.62 14.00 32.79  0.10
H -5.79 14.04 34.09  0.09
H -6.14 15.65 33.92  0.09
H -3.85 13.97 32.63  0.09
H -3.59 15.51 33.53  0.07
H -4.26 15.59 31.90  0.09
H -10.79 14.89 29.99  0.08
H -10.26 15.87 31.36  0.11
H -9.58 13.84 32.62  0.08
H -10.06 12.82 31.23  0.11
H -11.77 12.86 32.97  0.11
H -12.48 13.47 31.53  0.10
H -12.77 15.65 32.07  0.07
H -11.59 15.61 33.39  0.06
H -13.13 14.92 33.64  0.09
H -8.85 12.96 28.88  0.09
H -7.75 12.83 30.29  0.09
H -5.91 13.77 28.91  0.13
H -6.96 13.82 27.57  0.06
H -6.13 11.43 29.15  0.11
H -5.83 11.69 27.47  0.10
H -8.56 10.88 28.62  0.07
H -7.67 9.98 27.50  0.07
H -8.44 11.50 27.09  0.06
As -9.13 15.96 36.18  0.79
F -9.52 17.38 37.08  -0.25
F -7.49 15.96 36.90  -0.28
F -8.71 14.45 35.42  -0.26
F -10.73 15.87 35.55  -0.23
F -8.44 16.86 34.81  -0.25
F -9.73 14.94 37.52  -0.29
As -7.35 9.00 34.14  0.66
F -5.78 9.68 34.17  -0.25
F -7.48 9.18 32.46  -0.23
F -8.92 8.29 34.08  -0.24
F -7.13 8.74 35.83  -0.26
F -8.00 10.56 34.50  -0.26
F -6.73 7.37 33.89  -0.28

## Properties
Gap between HOMO and LUMO ... 9.846 eV
HOMO level ... -16.28 eV
Charge ... +5
LUMO level ... -0.237 Eh

***

Record 4
The following is a DFT calculation (ωB97M-V/def2-TZVPD) of 3 unconnected molecules or ions with the total composition C22H30N3O3.

Last column: natural (NBO) charge in e.
Element x y z (Å)
C -0.12 1.95 -1.39  -0.63
C 0.60 0.67 -1.88  -0.06
O 0.29 -0.36 -0.96  -0.55
C 1.12 -1.50 -1.12  -0.08
C 0.59 -2.60 -0.21  -0.08
O 0.69 -2.13 1.15  -0.55
C -0.59 -1.81 1.68  -0.08
C -0.30 -1.21 3.06  -0.08
O 0.56 -0.10 2.83  -0.54
C 0.84 0.65 3.98  -0.10
C 2.30 1.08 3.85  0.11
C 2.88 1.01 2.59  -0.22
C 4.20 1.36 2.46  0.08
N 4.88 1.75 3.54  -0.43
C 4.34 1.85 4.76  0.08
C 3.03 1.51 4.96  -0.23
H -0.74 1.71 -0.51  0.22
H 0.59 2.72 -1.05  0.20
H -0.74 2.39 -2.18  0.22
H 1.68 0.90 -1.94  0.16
H 0.21 0.45 -2.89  0.18
H 1.10 -1.86 -2.16  0.18
H 2.15 -1.28 -0.79  0.16
H 1.20 -3.51 -0.32  0.19
H -0.45 -2.85 -0.44  0.20
H -1.03 -1.00 1.09  0.20
H -1.24 -2.69 1.76  0.18
H 0.15 -2.00 3.69  0.18
H -1.23 -0.88 3.55  0.18
H 0.18 1.54 4.03  0.21
H 0.72 0.08 4.92  0.21
H 2.36 0.69 1.69  0.29
H 4.67 1.32 1.49  0.25
H 5.86 1.99 3.43  0.45
H 4.95 2.21 5.58  0.25
H 2.59 1.58 5.95  0.26
N -0.08 5.25 -3.81  -0.42
C -0.48 5.46 -5.06  0.03
C -1.73 5.96 -5.40  -0.26
C -2.62 6.25 -4.38  -0.16
C -2.22 6.03 -3.07  -0.26
C -0.95 5.54 -2.84  0.03
H 0.25 5.22 -5.83  0.19
H -2.00 6.11 -6.44  0.22
H -3.60 6.64 -4.60  0.22
H -2.89 6.25 -2.24  0.22
H -0.60 5.36 -1.83  0.19
N -1.70 -5.05 -0.97  -0.44
C -1.70 -6.19 -1.67  0.04
C -2.67 -7.17 -1.56  -0.25
C -3.70 -6.97 -0.66  -0.16
C -3.73 -5.80 0.08  -0.26
C -2.71 -4.88 -0.11  0.03
H -0.87 -6.31 -2.36  0.19
H -2.62 -8.07 -2.16  0.23
H -4.48 -7.71 -0.54  0.22
H -4.52 -5.60 0.80  0.22
H -2.69 -3.95 0.45  0.18

## Properties
Gap between HOMO and LUMO ... 7.120 eV
HOMO level ... -11.16 eV
Charge ... +1
LUMO level ... -0.149 Eh

***

Record 5
The following is a DFT calculation (ωB97M-V/def2-TZVPD) of C5H9NO in the gas phase.

Last column: natural (NBO) charge in e.
Element x y z (Å)
C -1.71 1.18 1.33  -0.42
C -0.38 1.03 1.61  -0.12
C 0.72 0.54 0.71  -0.47
C 0.25 0.10 -0.66  -0.14
N 1.29 0.52 -1.82  -0.85
C -0.01 -1.40 -0.90  0.41
O -0.40 -2.08 0.04  -0.52
H -2.21 1.80 1.94  0.19
H -2.17 0.82 0.45  0.19
H 0.16 1.46 2.40  0.19
H 1.26 1.51 0.67  0.24
H 1.28 -0.16 1.33  0.24
H -0.70 0.50 -1.01  0.22
H 2.21 0.37 -1.42  0.37
H 0.99 0.00 -2.63  0.36
H 0.06 -1.90 -1.88  0.13

## Properties
SMILES ... C=CC[C@@H](N)C=O
Gap between HOMO and LUMO ... 10.254 eV
HOMO level ... -9.35 eV
LUMO level ... 0.033 Eh

***

We obtain electronic energy values of -9895.2072 -73774.4509 -283753.8343 -33905.3061 -8866.0586 eV for the records listed above, in that order.